Molecular formula: CH2IOP
Method: DFT, ωB97M-V with the def2-TZVPD basis set

Summary:
* HOMO (alpha / beta): -0.3045 / -0.3049 Ha
* energy above the lowest of the compared OMol25 structures with the same formula, charge and spin: 2.272 eV

Each line ends with the Löwdin charge.
CARTESIAN COORDINATES (ANGSTROEM)
C -0.041 -1.595 0.147  -0.179
O -0.571 -1.222 1.145  -0.029
P -0.593 2.822 0.595  -0.067
I 0.822 3.597 -1.168  0.086
H 0.797 -2.336 0.215  0.080
H -0.415 -1.265 -0.933  0.109

***

Molecular formula: CH2IPS
Method: DFT, ωB97M-V with the def2-TZVPD basis set

Summary:
* HOMO (alpha / beta): -0.3303 / -0.3303 Ha
* energy above the lowest of the compared OMol25 structures with the same formula, charge and spin: 3.084 eV

Each line ends with the Löwdin charge.
CARTESIAN COORDINATES (ANGSTROEM)
C 0.918 0.156 0.886  -0.882
P -0.593 -0.127 -0.052  0.073
S -1.135 -2.021 -0.086  0.102
I 2.526 0.708 -0.185  0.808
H -1.170 0.749 0.746  -0.065
H -0.547 0.535 -1.309  -0.036

***

Molecular formula: CH2LiNaO3
Method: DFT, ωB97M-V with the def2-TZVPD basis set

Summary:
* HOMO: -0.2397 Ha
* energy above the lowest of the compared OMol25 structures with the same formula, charge and spin: 0.537 eV

Each line ends with the Löwdin charge.
CARTESIAN COORDINATES (ANGSTROEM)
O -0.034 -2.086 0.685  0.094
C 0.330 -0.802 0.477  -0.806
O 0.511 -0.476 -0.713  -0.054
O 0.009 -0.010 1.400  -0.158
Na 0.116 1.714 -1.472  0.223
H 0.298 -2.362 1.547  0.115
Li -1.559 0.967 1.203  0.799
H 0.329 3.056 -3.127  -0.213

***

Molecular formula: CH2LiOSc
Method: DFT, ωB97M-V with the def2-TZVPD basis set

Summary:
* total charge: +2
* HOMO (alpha / beta): -0.6382 / -0.6463 Ha
* energy above the lowest of the compared OMol25 structures with the same formula, charge and spin: 0.376 eV

Each line ends with the Löwdin charge.
CARTESIAN COORDINATES (ANGSTROEM)
C -0.819 0.595 -0.260  -0.283
O 0.011 -0.259 -0.575  -0.205
H -0.970 0.734 0.841  0.063
Sc -2.191 1.540 -1.785  1.514
Li 1.397 -1.276 0.244  0.751
H 2.572 -1.335 1.534  0.159

***

Molecular formula: CH2LiOSm
Method: DFT, ωB97M-V with the def2-TZVPD basis set

Summary:
* 2S+1: 8
* HOMO (alpha / beta): -0.2055 / -0.2167 Ha
* ⟨S²⟩: 15.76
* energy above the lowest of the compared OMol25 structures with the same formula, charge and spin: 0.000 eV

Each line ends with the Löwdin spin population.
CARTESIAN COORDINATES (ANGSTROEM)
C -0.202 0.204 -0.475  0.047
O 0.890 -0.176 -0.045  0.020
H -1.100 0.472 0.102  0.004
Sm -0.690 0.370 -3.090  6.913
Li 1.363 -0.689 1.672  0.014
H -0.261 -0.180 1.836  0.002

***

Molecular formula: CH2N2
Method: DFT, ωB97M-V with the def2-TZVPD basis set

Summary:
* HOMO (alpha / beta): -0.3453 / -0.3497 Ha
* energy above the lowest of the compared OMol25 structures with the same formula, charge and spin: 4.600 eV

Each line ends with the Löwdin charge.
CARTESIAN COORDINATES (ANGSTROEM)
C -0.591 -0.142 1.342  -0.285
N 0.341 0.829 1.382  0.088
N -1.228 -0.771 0.472  -0.039
H -1.200 -0.037 -0.636  0.230
H 0.835 1.575 1.066  0.005

***

Molecular formula: CH2N2O2
Method: DFT, ωB97M-V with the def2-TZVPD basis set

Summary:
* HOMO: -0.3794 Ha
* SMILES: O=NO.C#N
* energy above the lowest of the compared OMol25 structures with the same formula, charge and spin: 4.473 eV

Each line ends with the Löwdin charge.
CARTESIAN COORDINATES (ANGSTROEM)
O -3.961 -0.438 -1.306  0.039
N -2.934 0.009 -0.926  -0.116
O -2.102 0.468 -1.947  -0.021
H -1.334 0.847 -1.501  0.071
C 0.117 -0.495 0.744  -0.088
N -0.903 -0.704 1.206  0.067
H 1.066 -0.285 0.322  0.048

***

Molecular formula: CH2N2O2
Method: DFT, ωB97M-V with the def2-TZVPD basis set

Summary:
* HOMO: -0.3798 Ha
* SMILES: O=C/N=N\O
* energy above the lowest of the compared OMol25 structures with the same formula, charge and spin: 4.914 eV

Each line ends with the Löwdin charge.
CARTESIAN COORDINATES (ANGSTROEM)
O 1.876 0.226 -0.585  0.076
C 0.859 -0.397 -0.384  -0.302
N 0.307 -0.085 0.890  0.031
N -0.480 0.753 1.147  0.024
O -1.624 0.831 0.240  -0.053
H 0.592 -1.427 -0.919  0.162
H -1.530 0.099 -0.389  0.062

***

Molecular formula: CH2N2O2
Method: DFT, ωB97M-V with the def2-TZVPD basis set

Summary:
* 2S+1: 3
* HOMO (alpha / beta): -0.2654 / -0.4477 Ha
* ⟨S²⟩: 2.01
* energy above the lowest of the compared OMol25 structures with the same formula, charge and spin: 4.812 eV

Each line ends with the Löwdin spin population.
CARTESIAN COORDINATES (ANGSTROEM)
C 1.024 -0.508 0.442  0.122
N 0.384 0.470 0.814  0.796
N -1.184 0.561 -0.423  0.488
O -1.040 -0.353 -1.109  0.242
O -1.831 1.486 -0.180  0.250
H 2.109 -0.595 0.855  0.063
H 0.537 -1.062 -0.398  0.040

***

Molecular formula: CH2N2O2S
Method: DFT, ωB97M-V with the def2-TZVPD basis set

Summary:
* HOMO: -0.3501 Ha
* energy above the lowest of the compared OMol25 structures with the same formula, charge and spin: 5.427 eV

Each line ends with the Löwdin charge.
CARTESIAN COORDINATES (ANGSTROEM)
C -0.142 -0.148 0.345  -0.441
N 2.031 0.153 -0.387  0.071
N 0.925 -0.439 -0.478  -0.074
O -2.501 1.010 0.403  -0.457
O -1.218 -1.114 0.515  -0.296
S -1.819 0.077 -0.446  1.019
H -0.010 0.421 1.208  0.102
H 2.734 0.040 -1.160  0.077

***

Molecular formula: CH2N2O2S
Method: DFT, ωB97M-V with the def2-TZVPD basis set

Summary:
* HOMO: -0.4052 Ha
* energy above the lowest of the compared OMol25 structures with the same formula, charge and spin: 4.888 eV

Each line ends with the Löwdin charge.
CARTESIAN COORDINATES (ANGSTROEM)
C 1.663 0.952 0.024  -0.238
N 1.969 2.035 0.073  0.134
N -1.053 0.230 -0.100  -0.209
O -0.681 -2.234 0.041  -0.423
O 1.342 -0.592 0.207  -0.333
S -0.156 -1.106 -0.657  0.906
H -1.965 0.478 -0.536  0.077
H -1.118 0.237 0.949  0.086

***

Molecular formula: CH2N2O2S
Method: DFT, ωB97M-V with the def2-TZVPD basis set

Summary:
* HOMO: -0.3860 Ha
* energy above the lowest of the compared OMol25 structures with the same formula, charge and spin: 3.786 eV

Each line ends with the Löwdin charge.
CARTESIAN COORDINATES (ANGSTROEM)
C 2.876 -0.865 -0.215  -0.444
N 3.486 -1.474 0.537  0.182
N -0.188 0.568 -0.169  -0.124
O 2.126 -0.143 -0.956  -0.214
O 1.908 1.374 1.122  -0.378
S 1.409 1.194 -0.200  0.925
H -0.813 1.307 -0.029  0.028
H -0.303 0.259 -1.097  0.024